w | 30
Properties=species:S:1:pos:R:3 method="wB97M-V/def2-TZVPD" e_homo_ev=-12.459 smiles="CC(C)(C)C(=O)c1[nH]ccc(=[NH2+])c1N" lumo_energy_ev=-4.349 orbital_gap_ev=8.110 total_charge=+1
C 3.12 0.55 -1.36
C 1.90 0.37 -1.95
C 3.37 0.27 -0.02
C 2.15 0.09 0.73
C 0.86 -0.01 0.14
C -0.40 -0.11 0.95
C -2.07 -1.23 -0.73
C -2.81 0.08 1.35
C -1.74 1.38 -0.50
C -1.75 -0.06 0.17
N 0.83 0.07 -1.22
N 4.56 0.53 0.58
N 2.28 0.06 2.12
O -0.32 -0.23 2.15
H 3.86 0.97 -1.92
H 1.72 0.59 -2.99
H -1.14 -1.51 -1.22
H -2.40 -2.07 -0.18
H -2.80 -1.26 -1.54
H -3.70 0.67 0.95
H -2.49 0.50 2.25
H -3.25 -0.84 1.49
H -2.80 1.92 -0.43
H -0.96 2.03 -0.13
H -1.63 1.32 -1.62
H -0.07 0.25 -1.59
H 5.38 0.73 -0.02
H 4.84 0.11 1.43
H 3.11 0.41 2.59
H 1.58 -0.24 2.65

x | 30
Properties=species:S:1:pos:R:3 method="wB97M-V/def2-TZVPD" e_homo_ev="-10.178 / -11.139" lumo_energy_ev="-3.906 / -3.645" orbital_gap_ev="6.272 / 7.493" total_charge=+1
C 3.63 -0.81 -0.57
C 4.06 -0.06 0.46
C 2.35 -0.58 -1.08
C 3.20 0.89 0.97
C 1.62 0.51 -0.54
C -1.63 2.36 -0.41
C -2.41 1.36 0.51
C 0.29 0.98 -1.03
C -0.97 -0.92 0.40
C -1.84 -3.18 0.31
N 2.01 1.23 0.49
N -0.21 2.14 -0.47
N -2.30 -0.01 -0.02
O -0.98 -2.12 -0.12
H 4.37 -1.59 -0.76
H 4.94 -0.29 1.08
H 2.00 -1.21 -1.85
H 3.52 1.38 1.94
H -1.89 2.44 -1.47
H -1.70 3.35 0.05
H -2.22 1.38 1.58
H -3.47 1.70 0.58
H -0.36 0.53 -1.88
H -0.92 -0.70 1.49
H -1.66 -3.92 -0.54
H -2.87 -2.77 0.03
H -1.53 -3.60 1.24
H 0.46 2.19 0.35
H -3.13 -0.73 0.23
H -2.34 0.06 -1.00

Short version: w, x, most stable first.

w | 4
Properties=species:S:1:pos:R:3 method="wB97M-V/def2-TZVPD" e_homo_ev=-17.818 lumo_energy_ev=-8.052 orbital_gap_ev=9.767 total_charge=+2
Li -26.40 3.38 2.14
Li -24.55 -0.73 0.46
Li -23.61 2.34 4.10
I -25.55 1.01 2.63

x | 4
Properties=species:S:1:pos:R:3 method="wB97M-V/def2-TZVPD" e_homo_ev=-17.684 lumo_energy_ev=-8.478 orbital_gap_ev=9.206 total_charge=+2
Li -1.76 0.65 0.97
Li 0.12 2.22 -1.16
Li 0.88 -2.85 -0.34
I 0.77 -0.02 0.53

Short version: w, x, most stable first.

w | 6
Properties=species:S:1:pos:R:3 method="wB97M-V/def2-TZVPD" e_homo_ev=-8.053 lumo_energy_ev=0.012 orbital_gap_ev=8.066 total_charge=0
C 0.79 -1.35 0.87
C -0.16 0.36 -0.46
N 0.17 -0.33 0.49
N -0.76 1.31 -0.93
H 0.69 -1.51 1.95
H -0.73 1.52 -1.92

x | 6
Properties=species:S:1:pos:R:3 method="wB97M-V/def2-TZVPD" e_homo_ev=-12.541 smiles=C#N.C#N lumo_energy_ev=0.731 orbital_gap_ev=13.272 total_charge=0
C -1.29 -1.45 -0.02
C 2.64 -0.59 0.29
N -2.19 -2.13 -0.25
N 2.00 0.30 0.02
H -0.36 -0.99 0.31
H 3.24 -1.46 0.50

Short version: x, w, most stable first.

w | 53
Properties=species:S:1:pos:R:3 method="wB97M-V/def2-TZVPD" e_homo_ev=-7.820 lumo_energy_ev=0.779 orbital_gap_ev=8.599 total_charge=0
C 3.64 -1.25 -1.49
C 2.32 -1.06 -2.17
C 2.17 -0.73 -3.46
C 3.21 -0.51 -4.43
C 3.09 -0.11 -5.74
C 4.39 -0.05 -6.27
C 5.22 -0.42 -5.26
O 4.52 -0.70 -4.15
H 6.29 -0.52 -5.21
H 4.67 0.22 -7.27
H 2.17 0.11 -6.26
H 1.18 -0.61 -3.87
C 1.11 -1.29 -1.30
N 1.19 -0.45 -0.13
C 0.44 -0.87 1.04
H 0.54 -1.95 1.15
C -1.05 -0.48 1.08
N -1.27 0.93 0.73
C -0.53 1.31 -0.47
C 0.97 0.96 -0.39
H 1.46 1.22 -1.33
H 1.44 1.53 0.42
H -0.66 2.38 -0.63
H -0.98 0.79 -1.32
C -1.08 1.84 1.85
C -2.08 1.58 2.92
C -3.44 1.66 2.93
C -3.85 1.27 4.23
C -2.72 0.98 4.92
O -1.64 1.16 4.13
C -2.50 0.52 6.32
H -1.98 -0.44 6.34
H -3.46 0.42 6.83
H -1.89 1.24 6.86
H -4.86 1.22 4.60
H -4.08 1.96 2.12
H -1.21 2.86 1.47
H -0.07 1.77 2.30
C -1.94 -1.39 0.22
C -3.43 -1.07 0.42
H -4.04 -1.83 -0.07
O -3.80 0.15 -0.14
H -3.13 0.80 0.15
H -3.66 -1.08 1.50
H -1.71 -1.28 -0.84
H -1.76 -2.43 0.50
H -1.39 -0.60 2.11
H 0.93 -0.40 1.91
H 0.20 -1.14 -1.90
H 1.12 -2.33 -0.96
H 4.34 -0.47 -1.79
H 3.50 -1.22 -0.42
H 4.07 -2.20 -1.77

x | 53
Properties=species:S:1:pos:R:3 method="wB97M-V/def2-TZVPD" e_homo_ev=-8.637 smiles="COc1ccccc1CC(=O)N1CCC(CCC(=O)NC2CC2)CC1" lumo_energy_ev=0.685 orbital_gap_ev=9.323 total_charge=0
C 4.15 -2.90 -1.03
O 2.84 -2.91 -0.51
C 2.63 -3.40 0.75
C 3.65 -3.83 1.59
C 3.36 -4.29 2.87
C 2.05 -4.32 3.31
C 1.03 -3.89 2.47
C 1.30 -3.43 1.20
C 0.17 -3.00 0.31
H 0.55 -2.63 -0.65
H -0.48 -3.85 0.12
C -0.70 -1.95 1.00
O -1.81 -2.23 1.40
N -0.16 -0.73 1.19
C 1.10 -0.24 0.68
H 1.67 -1.04 0.22
C 0.85 0.88 -0.33
H 1.81 1.26 -0.70
C 0.05 2.01 0.31
C -1.26 1.43 0.87
C -0.95 0.30 1.84
H -1.87 -0.17 2.20
H -0.38 0.69 2.70
H -1.83 2.21 1.38
H -1.87 1.03 0.06
C -0.19 3.20 -0.63
C -0.87 2.84 -1.96
C -1.22 4.11 -2.70
O -0.46 4.65 -3.48
N -2.43 4.66 -2.41
C -3.44 4.12 -1.57
C -4.87 4.44 -1.88
C -4.36 3.04 -2.09
H -4.67 2.26 -1.41
H -4.21 2.71 -3.11
H -5.54 4.62 -1.06
H -5.07 5.04 -2.75
H -3.16 4.07 -0.52
H -2.64 5.50 -2.92
H -1.77 2.25 -1.78
H -0.18 2.27 -2.58
H -0.79 3.94 -0.11
H 0.77 3.67 -0.86
H 0.63 2.40 1.16
H 0.30 0.47 -1.17
H 1.68 0.16 1.53
H 0.01 -3.92 2.81
H 1.82 -4.67 4.31
H 4.16 -4.62 3.51
H 4.68 -3.81 1.27
H 4.81 -2.25 -0.45
H 4.57 -3.91 -1.07
H 4.06 -2.51 -2.04

Short version: x, w, most stable first.